# 1
This record from OMol25 describes a structure of composition C11H20N2O4Ru. The level of theory is ωB97M-V/def2-TZVPD.

Its HOMO energy (spin up / spin down) is -24.41 / -25.25 eV. The molar mass is 345.36 g/mol. For the energy above the lowest of the compared OMol25 structures with the same formula, charge and spin, the calculation gives 0.0 kcal/mol. The total energy comes out at -25432.95798 eV. The net charge is +4. Its spin multiplicity is 5.

Geometry as XYZ:
```
38
Properties=species:S:1:pos:R:3:forces:R:3:lowdin_spin:R:1
Ru -0.012 -0.251 0.015 -0.4 0.2 0.1 2.39
C -0.891 2.097 -1.446 -0.1 0.0 -0.1 0.01
C -1.290 0.951 -2.349 0.0 0.0 0.0 0.00
O -0.578 -0.303 -1.904 -0.1 0.0 0.0 0.10
C -1.293 -1.570 -2.286 0.0 0.0 0.0 0.00
C -1.233 -2.518 -1.100 0.1 -0.1 0.0 0.02
O -1.438 -1.660 0.087 0.4 -0.1 0.0 0.09
C -1.435 -2.238 1.451 0.1 -0.1 0.0 0.01
C -1.611 -1.042 2.349 0.0 0.0 0.0 0.00
O -0.598 -0.008 1.916 0.0 0.0 -0.1 0.10
C -0.967 1.393 2.299 0.0 0.1 0.0 0.00
C -0.752 2.346 1.117 0.0 0.0 0.1 0.01
O -1.027 1.566 -0.087 0.2 -0.1 -0.1 0.14
H 0.131 2.448 -1.601 0.0 0.0 0.0 0.00
H -1.583 2.929 -1.598 0.0 0.0 0.0 0.00
H -2.356 0.746 -2.260 0.0 0.0 0.0 0.00
H -1.017 1.131 -3.388 0.0 0.0 0.0 0.00
H -2.314 -1.299 -2.545 0.0 0.0 0.0 0.00
H -0.779 -1.983 -3.154 0.0 0.0 0.0 0.00
H -2.015 -3.280 -1.135 -0.1 0.1 -0.1 0.00
H -0.265 -3.014 -0.993 0.0 0.0 0.0 0.00
H -2.256 -2.953 1.535 -0.1 0.1 0.1 0.00
H -0.488 -2.761 1.601 0.0 0.0 0.0 0.00
H -2.594 -0.591 2.221 0.0 0.0 0.0 0.00
H -1.417 -1.274 3.396 0.0 0.0 0.0 0.00
H -2.010 1.372 2.608 0.0 0.0 0.0 0.00
H -0.339 1.671 3.144 0.0 0.0 0.0 0.00
H -1.457 3.177 1.188 0.0 0.0 0.0 0.00
H 0.262 2.746 1.067 0.0 0.0 0.0 0.00
N 4.355 0.965 -0.133 0.0 -0.1 0.0 0.04
C 4.541 -0.332 0.085 0.1 0.0 0.0 0.31
C 3.207 -0.893 0.171 -0.1 0.0 0.0 0.34
N 2.297 0.087 0.000 0.2 -0.1 0.0 0.09
C 3.019 1.218 -0.186 0.0 0.0 0.0 0.30
H 5.097 1.664 -0.245 0.0 0.0 0.0 0.00
H 5.511 -0.815 0.173 0.0 0.0 0.0 0.01
H 2.966 -1.933 0.346 0.0 0.0 0.0 0.01
H 2.631 2.213 -0.359 0.0 0.0 0.0 0.01
```
Forces are in eV/Å.

---

# 2
This record from OMol25 describes a structure of composition C14H44AgO19P. The level of theory is ωB97M-V/def2-TZVPD.

Its HOMO energy (spin up / spin down) is 1.11 / -3.93 eV. The molar mass is 655.33 g/mol. The total energy comes out at -67419.78167 eV. The net charge is -2. Its spin multiplicity is 3.

Geometry as XYZ:
```
79
Properties=species:S:1:pos:R:3:forces:R:3:lowdin_spin:R:1
Ag -0.755 2.449 1.220 -0.4 0.4 1.3 0.94
P 0.023 -0.031 0.115 0.7 -0.2 0.7 0.01
O -0.720 1.176 -0.592 0.4 -1.5 0.6 0.16
O 1.400 -0.344 -0.650 -4.6 0.3 2.2 0.01
O -0.969 -1.235 0.354 2.7 2.7 -1.1 0.01
O 0.302 0.625 1.585 -0.4 -0.5 -2.3 0.28
O -3.055 2.245 0.563 -0.3 0.3 -0.1 0.12
H -2.813 1.650 -0.146 -0.1 -0.4 -0.4 0.01
H -4.000 2.132 0.660 -0.4 -0.1 0.3 0.01
C 2.286 3.245 0.893 -0.1 0.2 1.4 0.01
C 2.010 4.082 2.173 0.8 -0.4 -1.7 0.03
O 0.840 3.642 2.798 0.3 -0.5 -0.3 0.17
O 1.138 3.175 0.113 -0.1 0.7 -0.7 0.06
H 2.577 2.235 1.184 0.5 -0.1 -0.2 0.00
H 3.032 3.822 0.348 0.6 -0.4 0.0 0.00
H 2.034 5.085 1.747 -0.7 0.6 0.7 0.01
H 2.916 3.960 2.767 0.0 0.0 0.5 0.01
H 0.457 4.231 3.453 0.0 0.4 0.1 0.05
H 1.323 2.594 -0.629 0.0 -0.3 -0.7 0.00
C 0.018 -2.832 -4.366 -1.3 -0.5 -1.9 0.00
C 0.212 -1.673 -3.488 1.1 -0.3 0.8 0.00
O 0.936 -2.140 -2.403 0.7 -1.0 0.2 0.00
O -0.896 -3.782 -3.924 -1.1 -0.7 0.5 0.00
H 0.886 -3.430 -4.643 0.9 0.9 0.1 0.00
H -0.448 -2.433 -5.267 0.2 0.0 -0.6 0.00
H -0.705 -1.266 -3.062 -0.6 0.3 -0.8 0.00
H 0.828 -0.950 -4.023 -0.3 0.6 -0.2 0.00
H 1.076 -1.374 -1.841 0.5 0.1 0.9 0.00
H -0.765 -3.899 -2.980 -0.1 0.1 0.7 0.00
C -0.997 -2.340 3.436 -1.5 -1.9 0.4 0.00
C -2.404 -1.702 3.662 1.2 -0.1 1.1 0.00
O -2.341 -0.499 2.965 -0.6 0.6 -0.2 0.01
O -0.977 -2.979 2.156 0.3 -0.1 1.6 0.00
H -0.749 -3.173 4.094 -0.4 -0.1 0.5 0.00
H -0.235 -1.605 3.692 0.1 0.3 -0.8 0.00
H -2.621 -1.459 4.703 0.5 0.2 0.4 0.00
H -3.283 -2.293 3.405 0.2 -0.6 -0.7 0.00
H -2.047 -0.786 2.097 0.0 0.6 -0.6 0.00
H -0.978 -2.300 1.478 0.4 0.3 -0.6 0.00
C -3.733 -2.685 -0.096 0.8 1.2 -2.2 0.00
C -2.932 -3.142 -1.352 -0.7 -0.2 2.0 0.00
O -1.544 -3.332 -1.001 -1.9 -1.7 -1.6 0.00
O -3.467 -1.328 0.059 -1.3 1.0 1.1 0.00
H -3.479 -3.312 0.758 -0.1 -0.1 0.2 0.00
H -4.792 -2.675 -0.355 -0.3 -0.7 0.2 0.00
H -3.078 -2.455 -2.187 0.1 0.3 0.1 0.00
H -3.574 -3.999 -1.556 1.3 -1.3 -0.7 0.00
H -1.244 -2.494 -0.642 0.5 0.6 0.2 0.00
H -2.527 -1.196 0.207 0.5 0.1 -0.1 0.00
C -2.435 1.823 -3.362 -0.6 0.4 -1.5 0.00
C -0.996 1.761 -3.914 -1.7 0.2 0.8 0.00
O -0.200 2.263 -2.888 0.9 0.5 -1.0 0.01
O -2.734 0.947 -2.330 -0.5 -0.6 -0.1 0.01
H -3.180 1.624 -4.131 0.0 -0.3 -0.4 0.00
H -2.661 2.854 -3.086 0.3 0.4 0.3 0.00
H -0.944 2.407 -4.791 0.2 0.1 -0.1 0.00
H -0.755 0.738 -4.204 0.2 -0.1 -0.1 0.00
H -0.419 1.746 -2.109 0.4 -0.1 0.8 0.00
H -2.044 0.988 -1.664 0.5 -0.2 0.4 0.00
C 1.472 0.519 4.856 1.0 -0.1 -1.7 0.00
C 2.547 0.249 3.696 -1.2 2.3 1.7 0.00
O 2.126 -0.672 2.781 0.7 -1.9 0.7 0.01
O 0.261 1.058 4.379 0.3 -0.5 0.6 0.02
H 1.841 1.233 5.592 0.3 -0.1 0.1 0.00
H 1.399 -0.488 5.267 -0.6 -0.1 0.6 0.00
H 3.442 0.018 4.272 0.4 -0.5 -0.5 0.00
H 2.668 1.178 3.139 0.5 0.6 0.4 0.00
H 1.445 -0.205 2.292 -0.5 0.2 -0.7 0.01
H -0.017 0.474 3.669 -0.6 0.1 -0.5 0.00
C 4.229 -0.179 -1.386 1.8 0.2 -0.6 0.00
C 3.913 1.230 -1.906 -2.1 -1.6 -0.3 0.00
O 2.516 1.228 -2.239 0.9 1.8 -1.3 0.00
O 3.786 -0.350 -0.086 1.8 0.3 0.5 0.00
H 5.300 -0.315 -1.542 0.7 0.1 0.9 0.00
H 3.889 -1.052 -1.944 -0.8 0.5 -1.0 0.00
H 4.456 1.481 -2.817 0.2 0.1 0.1 0.00
H 4.032 1.954 -1.099 0.7 0.1 0.0 0.00
H 2.053 0.613 -1.665 -0.5 -0.3 0.4 0.00
H 2.842 -0.329 -0.257 -1.1 -0.4 1.1 0.00
```
Forces are in eV/Å.

---

# 3
This record from OMol25 describes a structure of composition C29H29ClNO3Tc. The level of theory is ωB97M-V/def2-TZVPD.

Its HOMO energy (spin up / spin down) is -11.17 / -11.18 eV. The molar mass is 573.01 g/mol. For the energy above the lowest of the compared OMol25 structures with the same formula, charge and spin, the calculation gives 0.0 kcal/mol. The total energy comes out at -52889.69185 eV. The net charge is +1. Its spin multiplicity is 4.

Geometry as XYZ:
```
64
Properties=species:S:1:pos:R:3:forces:R:3:lowdin_spin:R:1
C 2.480 -0.358 1.526 1.0 0.4 -0.5 0.02
C 2.297 -1.146 0.349 1.2 0.5 -0.2 -0.01
C 1.782 -0.296 -0.685 1.2 0.5 -0.3 0.02
H 2.563 -2.192 0.251 -0.2 0.2 0.1 0.00
C 1.675 1.031 -0.145 0.8 0.0 -0.1 0.09
C 2.113 0.992 1.212 0.4 -0.1 -0.5 0.04
H 1.328 1.905 -0.686 0.0 -0.2 0.1 0.01
C -1.349 -2.184 2.036 -0.6 -0.6 -0.6 0.20
C -0.007 -2.405 1.533 -0.2 -0.8 -0.7 0.04
C -0.078 -2.268 0.079 -1.3 -1.4 0.1 0.01
H 0.809 -2.906 2.050 -0.4 0.2 0.0 0.00
C -1.431 -1.858 -0.244 1.2 -0.3 0.3 0.11
C -2.192 -1.866 0.958 0.4 0.1 0.9 0.11
H 1.599 -0.568 -1.716 0.0 -0.1 0.1 0.00
H 2.196 1.848 1.873 -0.3 -0.3 0.0 0.00
H 2.921 -0.711 2.454 -0.5 0.1 -0.1 0.00
H -3.265 -1.690 0.994 0.4 0.1 0.2 0.00
H 0.606 -2.706 -0.639 -0.2 0.1 0.2 0.00
H -1.671 -2.356 3.059 0.2 0.4 -0.2 0.01
Tc 0.364 -0.402 0.891 -2.2 0.6 1.7 2.08
C -1.919 -1.603 -1.636 0.0 0.5 -0.5 0.01
C -3.435 -1.838 -1.706 0.0 -0.1 0.0 0.00
C -1.225 -2.535 -2.649 -0.1 0.0 0.2 0.00
H -3.656 -2.872 -1.417 0.0 0.2 0.1 0.00
H -3.769 -1.664 -2.731 0.0 -0.2 0.5 0.00
H -3.968 -1.149 -1.044 -0.1 -0.1 -0.1 0.00
H -1.371 -3.578 -2.344 0.1 0.1 -0.1 0.00
H -0.150 -2.331 -2.725 -0.1 -0.1 0.0 0.00
H -1.678 -2.390 -3.635 0.1 0.0 0.2 0.00
C -1.517 -0.129 -1.954 0.1 0.3 0.1 0.03
C -2.034 0.369 -3.281 -0.8 -0.3 -1.1 0.01
H -0.421 -0.035 -1.969 -0.3 -0.1 0.1 0.01
H -1.910 0.559 -1.184 0.1 -0.2 -0.1 0.01
O -2.951 -0.224 -3.834 0.5 0.7 -0.2 0.00
N -1.481 1.468 -3.870 -0.1 0.2 0.5 0.00
C -0.328 2.221 -3.411 -0.2 -0.2 0.0 0.00
H -1.963 1.789 -4.702 0.1 -0.2 0.1 0.00
C 0.993 1.588 -3.816 0.2 -0.1 -0.2 0.00
C 2.176 2.227 -3.437 0.0 -0.3 0.0 0.00
H 2.100 3.167 -2.881 0.2 -0.2 -0.1 0.00
C 3.413 1.672 -3.761 -0.1 0.0 0.0 0.00
H 4.325 2.177 -3.440 -0.2 -0.2 -0.2 0.00
C 3.475 0.483 -4.498 -0.1 0.0 0.1 0.00
H 4.442 0.053 -4.759 -0.3 0.1 0.1 0.00
C 2.296 -0.146 -4.905 -0.2 0.3 0.2 0.00
H 2.321 -1.068 -5.487 0.1 0.3 0.1 0.00
C 1.051 0.411 -4.575 0.2 0.1 0.2 0.00
H 0.127 -0.057 -4.925 0.4 0.1 0.2 0.00
H -0.367 2.319 -2.313 0.0 0.1 -0.3 0.00
H -0.397 3.234 -3.830 0.0 -0.2 0.2 0.00
Cl -1.005 3.143 8.839 -0.1 0.1 0.2 0.00
C -0.706 2.258 7.399 0.2 -0.6 -1.0 0.00
C -0.084 1.001 7.474 -0.2 0.2 -0.4 0.00
C 0.166 0.292 6.298 -0.1 0.3 0.2 0.00
C -0.202 0.822 5.055 -0.1 0.1 -0.2 0.00
C -0.832 2.068 4.986 0.1 0.0 0.4 0.00
C -1.083 2.793 6.157 0.2 -0.3 0.0 0.00
C 0.140 0.021 3.821 0.4 -0.6 1.0 0.01
O 0.783 -1.031 3.973 -0.7 1.1 -0.9 0.01
O -0.263 0.507 2.661 -0.1 -0.6 0.3 0.14
H 0.201 0.595 8.439 0.0 0.1 -0.1 0.00
H 0.654 -0.679 6.334 -0.1 0.2 0.0 0.00
H -1.118 2.463 4.013 0.0 0.0 0.2 0.00
H -1.566 3.765 6.118 0.1 -0.2 0.0 0.00
```
Forces are in eV/Å.

---

Question: The highest spin multiplicity belongs to which entry?
Answer: C11H20N2O4Ru

---

Question: Look up the net charge of the third one.
Answer: +1

---

Question: What is the net charge in the second record?
Answer: -2